Here is one molecule with the formula C24H23N3O4S from the OMol25 dataset. Energies are from the ωB97M-V functional and the def2-TZVPD basis.

Summary:
Spin multiplicity: 1
Relative energy (zero: lowest compared OMol25 entry of this formula, charge and spin) in kJ/mol: 253.9
E_LUMO in eV: 0.38
SMILES string: COc1ccc(-c2[nH]c(-c3ccccc3)nc2SCC(=O)NCc2ccco2)cc1OC

XYZ file:
```
55
Properties=species:S:1:pos:R:3:forces:R:3:mulliken_charge:R:1
C 2.142863 -1.817255 -6.804964 -0.1 -0.1 -0.2 -0.948
H 2.886313 -1.974251 -7.584641 -0.1 0.0 0.0 0.234
O 2.794249 -1.074486 -5.805345 0.1 0.2 0.4 -0.424
C 2.095327 -0.732009 -4.692445 0.1 0.0 0.0 0.986
C 0.769696 -1.049619 -4.449423 0.2 0.0 -0.3 -0.456
C 0.146533 -0.650396 -3.277419 0.1 0.2 0.3 -1.437
C 0.843212 0.077957 -2.321989 0.0 -0.3 -0.5 0.147
C 2.182825 0.405306 -2.561934 0.1 0.0 -0.2 -0.605
C 2.814401 0.009443 -3.723300 0.0 -0.1 -0.2 0.990
O 4.107386 0.279423 -4.034424 -0.3 -0.2 -0.2 -0.456
C 4.882031 0.993302 -3.100462 0.1 0.1 0.2 -0.872
H 5.874677 1.067516 -3.541193 -0.1 0.0 0.1 0.224
H 4.483633 1.998882 -2.931861 0.0 0.0 0.0 0.349
H 4.946706 0.466657 -2.143328 0.0 0.0 0.0 0.351
H 2.708943 0.979288 -1.818624 0.1 0.0 0.0 0.455
C 0.213144 0.493392 -1.087514 0.2 0.1 0.7 0.308
C 0.724053 0.792814 0.164269 0.5 -0.1 -0.6 -0.264
N -0.276471 1.124320 1.014498 -0.8 0.4 0.0 -0.622
C -1.399861 1.029845 0.338205 0.6 -0.1 0.0 -0.166
N -1.142404 0.641551 -0.941949 -0.1 0.0 0.0 -0.018
H -1.815137 0.538833 -1.683167 0.0 0.1 0.0 0.310
C -2.710739 1.294275 0.889239 -0.6 0.1 0.2 0.816
C -3.879913 0.905134 0.236099 0.2 0.1 0.1 -0.421
C -5.111896 1.166219 0.804053 -0.1 0.0 -0.1 -0.661
C -5.195316 1.816755 2.023960 0.0 0.0 0.0 -0.572
C -4.037821 2.205628 2.679212 -0.1 0.0 0.0 -0.621
C -2.803497 1.947664 2.119107 0.1 0.0 -0.2 -0.280
H -1.893326 2.244544 2.615237 0.1 0.0 0.1 0.454
H -4.100233 2.711446 3.630870 0.0 0.0 0.1 0.433
H -6.161064 2.018514 2.462557 -0.1 0.0 0.0 0.414
H -6.012504 0.858621 0.293180 -0.1 0.0 0.0 0.406
H -3.832676 0.383642 -0.709508 0.0 -0.1 -0.1 0.335
S 2.384300 0.751203 0.755732 -0.1 -0.1 0.0 -0.263
C 2.435255 -0.929121 1.462788 0.0 0.2 -0.2 -0.491
C 1.733680 -1.176863 2.795080 0.3 0.2 -0.2 0.607
O 2.030815 -2.160276 3.444655 0.1 -0.4 0.1 -0.682
N 0.816765 -0.273031 3.171902 -0.2 0.3 0.2 -0.104
H 0.507108 0.450274 2.520345 0.1 -0.2 0.2 0.504
C -0.066450 -0.535004 4.283095 0.1 -0.4 0.0 -0.965
C -1.462256 -0.801764 3.812619 -0.3 0.5 0.7 0.719
C -2.675367 -0.529952 4.373231 0.6 -0.1 -0.1 -0.922
C -3.648623 -1.049517 3.484784 0.1 -0.4 -0.4 -0.341
C -2.954229 -1.589776 2.450177 -0.9 0.1 0.3 -0.584
O -1.631855 -1.447297 2.639962 0.5 -0.1 -0.1 -0.267
H -3.270317 -2.086650 1.554751 0.1 -0.1 -0.2 0.511
H -4.712054 -1.017269 3.601551 -0.2 0.0 -0.1 0.494
H -2.853836 -0.028660 5.301939 0.0 0.2 0.2 0.511
H 0.336060 -1.413133 4.803851 -0.1 0.2 0.0 0.411
H -0.074276 0.314873 4.972382 -0.1 -0.1 0.0 0.297
H 2.018668 -1.614086 0.721090 0.1 0.0 0.1 0.236
H 3.493589 -1.160483 1.585049 -0.1 -0.1 0.1 0.493
H -0.880443 -0.941229 -3.111455 -0.1 -0.1 0.0 0.324
H 0.204177 -1.619258 -5.169461 0.0 -0.1 -0.1 0.383
H 1.290664 -1.271175 -7.223554 0.0 0.0 0.0 0.369
H 1.802967 -2.788372 -6.429636 0.0 0.0 0.0 0.369
```
Forces are in eV/Å.

Here is C8H21AlN2O6 as an isolated structure from the OMol25 dataset. Energies are from the ωB97M-V functional and the def2-TZVPD basis.

Summary:
Spin multiplicity: 1
Charge: +2
Relative energy (zero: lowest compared OMol25 entry of this formula, charge and spin) in kJ/mol: 136.8
E_LUMO in eV: -13.18

XYZ file:
```
38
Properties=species:S:1:pos:R:3:forces:R:3:mulliken_charge:R:1
Al 1.991257 0.259731 1.294120 -0.4 0.4 -0.2 1.001
N -0.499479 -4.065273 4.124414 -1.1 0.0 0.5 1.219
O -1.405708 -4.752249 3.682360 0.1 0.1 -0.7 -0.291
O 0.001160 -3.121206 3.569913 0.3 0.5 -1.1 -0.381
O -0.170818 -4.311182 5.258446 0.7 -0.5 1.3 -0.262
C 3.366606 -4.494777 -3.178717 -1.1 -0.2 -0.9 -0.875
C 1.975165 -4.338326 -2.441572 2.4 0.2 0.4 -0.331
O 2.293548 -3.671028 -1.210812 -1.0 0.2 -0.4 -0.401
H 2.915194 -4.964057 -4.052843 0.9 -0.6 -0.5 0.313
H 4.189785 -5.052104 -2.731651 -0.6 -0.3 0.2 0.358
H 3.776059 -3.552233 -3.542099 -0.3 0.2 0.4 0.286
H 1.536206 -5.302415 -2.184741 -0.1 0.0 -0.5 0.303
H 1.413810 -3.770055 -3.183224 -0.5 0.3 0.9 0.300
H 2.626486 -4.404090 -0.687956 0.2 0.1 0.5 0.325
C -2.012126 -1.308763 -0.187569 -0.3 0.1 0.6 -0.715
O -1.431978 -0.017773 -0.310296 0.0 0.1 -1.6 -0.290
C -1.938090 0.789590 -1.470261 -0.7 0.1 2.1 -0.591
C -1.844556 2.293912 -1.066277 0.3 -1.8 -0.2 -0.877
N -0.420227 2.667292 -0.856445 -1.9 0.7 -0.6 -0.199
C -0.372406 4.085789 -0.479847 2.0 -0.5 1.0 -0.910
C -0.470846 4.271245 1.065984 0.3 -0.6 -0.8 -0.350
O 0.486709 3.526044 1.878104 -1.3 0.9 0.9 -0.288
C 0.520253 4.093925 3.290464 1.3 0.0 -2.0 -0.706
H -2.583820 -1.654476 -1.048812 0.2 0.2 -0.1 0.352
H -2.669662 -1.327194 0.681565 -0.7 0.4 0.1 0.323
H -1.317321 -2.072962 0.160777 0.8 0.1 -0.6 0.239
H -2.986259 0.507732 -1.570264 -0.2 0.2 0.0 0.479
H -1.500676 0.508344 -2.428215 0.7 0.0 0.2 0.349
H -2.476964 2.459892 -0.194137 0.3 -0.1 0.3 0.389
H -2.300777 2.904463 -1.845485 0.0 0.1 -0.3 0.509
H -0.104210 2.647460 -1.815529 0.9 -0.3 -0.1 0.301
H -1.130377 4.695271 -0.971898 -0.4 0.0 0.2 0.379
H 0.578316 4.452865 -0.866478 0.2 0.2 0.3 0.465
H -1.476266 3.893708 1.252208 -0.2 0.3 0.8 0.260
H -0.354885 5.340101 1.245392 -0.3 0.0 0.4 0.423
H 1.390225 3.601953 3.725446 -0.2 0.1 0.1 0.248
H -0.342881 4.031614 3.953204 -0.4 -0.6 -0.7 0.304
H 0.749552 5.149233 3.142731 0.1 0.1 0.3 0.342
```
Forces are in eV/Å.